Here is a 7-piece molecular cluster, C32H60Br2O11P overall in a non-equilibrium geometry from the Open Molecules 2025 dataset. Energies are from wB97M-V/def2-TZVPD.

```
106
C32H60Br2O11P | the Open Molecules 2025 dataset | wB97M-V/def2-TZVPD
C 2.32411 1.00038 2.21137
C 1.03439 0.87893 1.23462
Br 0.68370 -0.93053 0.53179
C 0.22155 2.03231 0.96047
Br 0.82841 3.68149 1.91189
P -1.33197 1.91809 -0.19292
C -2.24353 1.14280 1.25465
C -3.82588 1.27753 1.30423
O -4.31302 2.65266 1.38011
C -1.25025 3.76363 -0.67884
C -2.21406 4.72459 0.15115
O -3.01408 5.46326 -0.48773
O -2.25789 4.84130 1.57261
C -2.76451 1.69426 -1.42530
O -2.71403 0.63301 -2.17524
O -3.85005 2.51508 -1.58000
H 2.98919 1.83983 1.78068
H 2.94528 0.03417 2.14462
H 1.98906 1.24276 3.27172
H -0.55663 1.04951 -1.06626
H -1.96523 0.02580 1.36307
H -1.83678 1.63311 2.22132
H -4.39262 0.66471 0.50909
H -4.15901 0.80046 2.30936
H -4.10180 3.02344 2.26880
H -1.64097 3.80510 -1.76444
H -0.16908 4.16558 -0.77226
H -1.73322 5.61286 1.88103
C 1.43804 8.57050 -2.49767
C 2.13940 7.42767 -3.19767
C 2.36162 6.44977 -2.06170
O 1.28354 6.63840 -1.13569
C 0.58002 7.83821 -1.48449
H 0.85657 9.20656 -3.16762
H 2.17348 9.19797 -1.98212
H 1.47384 6.98605 -3.94453
H 3.06557 7.71954 -3.69612
H 3.29842 6.65917 -1.53316
H 2.37753 5.41117 -2.40024
H -0.38340 7.54758 -1.91689
H 0.39373 8.43002 -0.58526
C -4.04944 -3.14686 -4.89568
C -3.46567 -2.14895 -3.91922
C -1.98076 -2.42138 -4.03965
O -1.74882 -2.86955 -5.38546
C -3.01165 -3.14986 -6.00150
H -5.04795 -2.88326 -5.24960
H -4.10148 -4.13683 -4.42877
H -3.68641 -1.13060 -4.25258
H -3.83773 -2.26168 -2.90034
H -1.66655 -3.22233 -3.36075
H -1.37536 -1.53575 -3.83709
H -3.21008 -2.35904 -6.73367
H -2.96016 -4.10676 -6.52750
C 0.24726 -3.61017 4.21722
C -0.55090 -3.44144 5.49150
C 0.04160 -2.17066 6.06811
O 0.46950 -1.37090 4.95775
C 0.43329 -2.17374 3.76900
H -0.24800 -4.22937 3.46678
H 1.22005 -4.06004 4.44528
H -1.60758 -3.28471 5.24919
H -0.47943 -4.29248 6.17164
H 0.92123 -2.38630 6.68493
H -0.67651 -1.60849 6.67014
H -0.41220 -1.83519 3.16180
H 1.35220 -2.02757 3.19795
C 4.70693 -4.36390 -0.36746
C 4.96977 -4.41355 1.12108
C 4.86730 -2.95107 1.50768
O 3.93237 -2.34764 0.60451
C 3.66936 -3.26300 -0.46705
H 4.36344 -5.31192 -0.78519
H 5.61907 -4.06708 -0.89595
H 4.18077 -4.98768 1.61813
H 5.93177 -4.85763 1.38366
H 5.82847 -2.43944 1.38682
H 4.52576 -2.81210 2.53638
H 2.65702 -3.65825 -0.32920
H 3.70911 -2.73310 -1.42100
C -0.07845 4.67517 -7.22608
C 1.22410 4.04042 -7.66012
C 2.24563 4.86691 -6.90311
O 1.61542 5.29547 -5.68923
C 0.20817 5.02431 -5.77943
H -0.94555 4.02326 -7.34262
H -0.25655 5.58889 -7.80325
H 1.26035 2.99994 -7.32152
H 1.38145 4.05344 -8.74021
H 2.53026 5.76195 -7.46745
H 3.15049 4.30174 -6.66701
H -0.01374 4.18162 -5.11660
H -0.35678 5.89438 -5.43738
C -0.97973 -8.48864 6.30784
C -1.77866 -8.31870 7.58101
C -1.18497 -7.04870 8.15847
O -0.75514 -6.24954 7.04823
C -0.79156 -7.05264 5.86011
H -1.47488 -9.10708 5.55734
H -0.00828 -8.93939 6.53657
H -2.83451 -8.16077 7.33795
H -1.70877 -9.16936 8.26119
H -0.30651 -7.26524 8.77580
H -1.90274 -6.48580 8.75965
H -1.63669 -6.71271 5.25173
H 0.12858 -6.90741 5.28979
```

Net charge: -1
HOMO level (eV): -3.9
Gap between HOMO and LUMO (hartree): 0.215
M (g/mol): 811.6
DFT total energy (a.u.): -7572.09568